121
Properties=species:S:1:pos:R:3:lowdin_charge:R:1 method="wB97M-V/def2-TZVPD" homo_lumo_gap_ev=4.1291 e_lumo_ev=-4.3 homo_energy_ev=-8.4 total_energy_ha=-2369.36875 charge=+1 fmax_ev_per_a=2.6
C 5.2672 2.0637 3.5440 0.18
C 4.4814 1.1890 3.2560 -0.17
C 3.6259 0.1173 2.7033 -0.64
S 2.0965 0.1347 3.7422 0.90
C 4.3737 -1.1913 3.0025 -0.12
N 5.0629 -1.7549 1.7956 0.17
C 5.3880 -0.8084 0.9153 -0.32
N 6.6737 -0.7221 0.4516 0.20
N 4.5029 0.0639 0.3880 0.00
O 4.2103 -0.2393 -0.9468 0.07
C 3.2815 0.3344 1.2009 -0.35
C 2.0400 -0.4325 0.7385 -0.15
C 2.0703 -1.9702 0.8901 -0.17
C 0.8760 -2.5549 0.1183 -0.20
C 0.2579 -3.8092 0.7468 -0.19
C -0.8858 -4.3044 -0.1866 -0.19
C -2.2199 -3.5791 0.0391 -0.21
C -3.1110 -4.1817 1.1332 -0.20
C -2.6943 -3.8434 2.5749 -0.21
C -2.6337 -2.3460 2.8745 -0.22
C -4.0091 -1.6949 3.0594 -0.20
C -3.8601 -0.1651 3.1811 -0.27
C -3.0864 0.2602 4.4375 -0.09
C 3.0204 1.8690 1.0635 -0.12
C 2.1955 2.2753 -0.1846 -0.16
C 0.6749 2.3600 0.0661 -0.37
C -0.0359 1.8550 -1.2144 -0.05
C 0.2141 3.8074 0.3270 -0.17
C -1.0644 3.9210 1.2027 -0.16
C -2.0091 2.7334 1.2025 -0.13
C -3.3384 2.7996 0.8463 -0.31
C -4.4419 2.6327 1.8802 -0.08
C -3.7926 3.0215 -0.5785 -0.05
H 6.0687 2.7235 3.7487 0.04
H 2.4506 0.9138 4.7869 -0.08
H 5.1101 -1.0984 3.7978 0.14
H 3.6567 -1.9234 3.3659 0.09
H 5.9201 -2.2288 2.0591 0.16
H 7.0937 -1.3973 -0.1657 0.12
H 7.1783 0.1173 0.6777 0.13
H 4.4643 -1.1598 -1.1192 0.10
H 1.1464 -0.1029 1.2663 0.09
H 1.8244 -0.2563 -0.3107 0.10
H 2.1173 -2.3032 1.9273 0.10
H 2.9816 -2.3391 0.4102 0.10
H 1.1431 -2.7153 -0.9280 0.12
H 0.0827 -1.7973 0.0973 0.11
H 0.9914 -4.6053 0.8777 0.11
H -0.1551 -3.4926 1.7040 0.09
H -0.9784 -5.3892 -0.1493 0.11
H -0.5552 -4.0395 -1.1952 0.10
H -2.0494 -2.5126 0.1870 0.09
H -2.7858 -3.6613 -0.8935 0.11
H -4.1072 -3.7446 0.9914 0.10
H -3.2566 -5.2527 0.9916 0.11
H -1.7283 -4.3191 2.7666 0.09
H -3.3937 -4.3120 3.2723 0.11
H -2.1016 -1.7731 2.1078 0.10
H -2.0606 -2.2044 3.7919 0.10
H -4.7211 -1.9491 2.2719 0.10
H -4.4578 -2.0249 4.0028 0.11
H -4.8619 0.2596 3.3030 0.08
H -3.4178 0.2810 2.2886 0.08
H -2.0884 -0.1717 4.4867 0.06
H -2.9455 1.3443 4.3984 0.06
H -3.6604 0.0629 5.3420 0.08
H 2.5030 2.2639 1.9400 0.11
H 3.9648 2.4045 1.0009 0.11
H 2.4070 1.5700 -0.9890 0.09
H 2.5848 3.2360 -0.5305 0.12
H 0.4360 1.7447 0.9338 0.10
H 0.4775 0.9681 -1.6009 0.06
H -1.0759 1.5877 -1.0357 0.07
H 0.0633 2.6177 -1.9866 0.08
H 0.1411 4.3415 -0.6213 0.11
H 1.0324 4.2982 0.8739 0.11
H -1.6483 4.7803 0.8679 0.11
H -0.7723 4.0948 2.2384 0.11
H -1.6084 1.7530 1.4739 0.09
H -4.0246 2.6968 2.8793 0.07
H -4.8676 1.6286 1.7581 0.04
H -5.2353 3.3584 1.7353 0.08
H -3.1914 3.7678 -1.1043 0.08
H -3.7607 2.0393 -1.0513 0.08
H -4.8332 3.3563 -0.6152 0.07
C -9.3106 -1.2805 1.8937 -0.11
C -8.2354 -1.5000 2.9522 -0.26
C -8.0743 -0.3035 3.8962 -0.18
C -7.6853 0.8974 3.1453 -0.22
N -7.3805 1.8336 2.5481 0.17
H -9.0633 -0.4429 1.2398 0.07
H -9.4113 -2.1652 1.2649 0.07
H -10.2799 -1.0811 2.3543 0.08
H -7.2833 -1.7075 2.4580 0.10
H -8.4887 -2.3824 3.5426 0.11
H -7.3065 -0.5117 4.6422 0.11
H -9.0086 -0.1012 4.4214 0.12
C 7.1574 0.6456 -3.7963 -0.11
C 6.3720 0.3537 -5.0708 -0.26
C 4.9614 -0.1740 -4.7923 -0.21
C 5.0248 -1.4321 -4.0351 -0.23
N 5.0715 -2.3985 -3.4080 0.14
H 7.3130 -0.2597 -3.2037 0.06
H 8.1411 1.0469 -4.0395 0.07
H 6.6367 1.3784 -3.1748 0.07
H 6.9242 -0.3721 -5.6719 0.12
H 6.2927 1.2638 -5.6596 0.08
H 4.4328 -0.3560 -5.7264 0.10
H 4.3862 0.5515 -4.2166 0.11
C 1.5116 0.4037 -8.3910 -0.11
C 0.8977 1.4913 -7.5160 -0.26
C 1.7603 2.7566 -7.4427 -0.18
C 3.0772 2.4512 -6.8696 -0.19
N 4.1102 2.2116 -6.4202 0.18
H 2.4695 0.0626 -7.9942 0.06
H 0.8527 -0.4630 -8.4384 0.08
H 1.6716 0.7625 -9.4091 0.08
H 0.7410 1.0957 -6.5100 0.11
H -0.0835 1.7575 -7.9115 0.11
H 1.2765 3.5092 -6.8199 0.12
H 1.9015 3.1819 -8.4370 0.12